{"formula": "C32H32N3O7SSbY", "method": "ωB97M-V/def2-TZVPD", "e_lumo_ev": -2.3, "total_charge": 1, "de_lowest_kcal_mol": 0.5, "homo_lumo_gap_ev": 7.985, "species": ["Y", "O", "C", "C", "O", "C", "C", "O", "C", "O", "O", "C", "C", "C", "C", "C", "C", "Sb", "C", "C", "C", "C", "C", "C", "C", "C", "C", "C", "C", "C", "H", "H", "H", "H", "H", "H", "H", "H", "H", "H", "H", "H", "H", "H", "H", "O", "C", "O", "C", "N", "C", "C", "C", "H", "H", "H", "H", "H", "H", "H", "H", "H", "S", "C", "N", "C", "C", "C", "N", "H", "H", "H", "H", "H", "H", "H", "H"], "coordinates": [[-0.47754, -0.36993, 0.04471], [4.07269, 3.67140, 1.12517], [3.18200, 2.95533, 0.77540], [1.67875, 3.20032, 0.96272], [1.16159, 4.11907, 1.54822], [1.02072, 2.03118, 0.36019], [1.94394, 1.10533, -0.08216], [1.57112, -0.07361, -0.55043], [3.31677, 1.57564, 0.12189], [4.34623, 0.97408, -0.08813], [-0.27056, 1.78595, 0.32566], [0.18734, -4.46894, 5.43802], [1.27426, -3.61550, 5.56120], [1.25845, -2.37304, 4.93799], [0.15084, -1.98652, 4.18757], [-0.93480, -2.85316, 4.05678], [-0.91897, -4.08727, 4.68974], [0.18663, -0.18243, 3.05368], [-1.43367, 0.93206, 3.88944], [-2.22542, 0.46258, 4.93423], [-3.31557, 1.21116, 5.36815], [-3.59863, 2.43914, 4.78062], [-2.79525, 2.92029, 3.75103], [-1.72310, 2.16107, 3.29094], [1.89746, 0.76364, 3.86300], [3.11277, 0.55337, 3.21563], [4.25281, 1.21472, 3.64743], [4.17365, 2.08616, 4.72524], [2.96347, 2.29365, 5.37184], [1.81767, 1.63700, 4.94070], [0.20332, -5.43453, 5.92415], [2.13095, -3.91542, 6.14998], [2.09955, -1.69855, 5.04951], [-1.78270, -2.56936, 3.44147], [-1.76128, -4.75837, 4.58921], [-1.99483, -0.48366, 5.40895], [-3.92470, 0.85126, 6.18717], [-4.42510, 3.03442, 5.14805], [-2.98806, 3.89641, 3.32201], [-1.10517, 2.54256, 2.48367], [3.16767, -0.10531, 2.35525], [5.18935, 1.07525, 3.12336], [5.05604, 2.61895, 5.05134], [2.90571, 2.98231, 6.20392], [0.87107, 1.81952, 5.43441], [-2.52570, -0.67400, 1.33509], [-3.14166, -0.15623, 0.35874], [-2.69009, -0.14311, -0.80886], [-4.45624, 0.55735, 0.67078], [-4.58144, 0.59763, 2.18274], [-5.82272, -0.14646, 2.57507], [-6.05514, -1.08473, 1.40067], [-5.69096, -0.21485, 0.19510], [-4.39450, 1.56634, 0.26779], [-4.53743, 1.54035, 2.57019], [-3.72756, 0.10099, 2.51348], [-6.63333, 0.57381, 2.67813], [-5.65940, -0.64313, 3.52844], [-7.07905, -1.44844, 1.36992], [-5.38700, -1.94522, 1.46635], [-6.49565, 0.48242, -0.03791], [-5.47034, -0.78904, -0.70204], [-0.24240, -3.11975, 0.09147], [1.48882, -3.07809, 0.27464], [2.28148, -3.08922, -0.78055], [3.73988, -2.96849, -0.72764], [4.15953, -2.36785, 0.60074], [3.45900, -3.08821, 1.74023], [2.01887, -3.07225, 1.49407], [1.82951, -3.06436, -1.67975], [4.05306, -2.32361, -1.54714], [4.18351, -3.95622, -0.87253], [3.90904, -1.30802, 0.59843], [5.23961, -2.44955, 0.71308], [3.64142, -2.59430, 2.69491], [3.80404, -4.12250, 1.82228], [1.37864, -3.11628, 2.27406]], "atomic_forces_ev_per_a": [[-0.5, -0.4, -0.4], [0.0, -0.1, 0.0], [0.0, 0.1, 0.0], [-0.1, 0.0, 0.0], [0.0, 0.0, 0.0], [0.1, 0.1, 0.0], [0.1, 0.1, -0.1], [0.2, 0.1, 0.0], [0.0, -0.2, 0.0], [-0.1, 0.0, 0.0], [0.0, 0.0, 0.1], [0.0, 0.0, 0.0], [0.0, 0.0, 0.0], [-0.1, 0.0, 0.1], [0.0, 0.2, -0.1], [0.1, 0.0, 0.0], [0.0, 0.0, 0.0], [0.2, -0.1, 0.5], [0.2, 0.0, -0.1], [-0.1, 0.0, -0.1], [0.0, 0.0, 0.0], [0.0, 0.0, 0.0], [0.0, 0.0, 0.0], [0.0, 0.0, 0.1], [-0.3, 0.0, -0.2], [0.0, 0.0, 0.0], [0.0, 0.0, 0.0], [0.0, 0.0, 0.0], [0.0, 0.0, 0.0], [0.1, 0.0, 0.0], [0.0, 0.0, 0.0], [0.0, 0.0, 0.0], [0.0, 0.0, 0.0], [0.0, 0.0, 0.0], [0.0, 0.0, 0.0], [0.0, 0.0, 0.0], [0.0, 0.0, 0.0], [0.0, 0.0, 0.0], [0.0, 0.0, 0.0], [0.0, 0.0, 0.0], [0.0, 0.0, 0.0], [0.0, 0.0, 0.0], [0.0, 0.0, 0.0], [0.0, 0.0, 0.0], [0.0, 0.0, 0.0], [0.0, 0.0, -0.1], [0.0, 0.1, 0.0], [0.0, 0.0, 0.2], [0.0, 0.0, 0.0], [0.2, -0.2, -0.2], [-0.1, -0.1, 0.0], [0.0, 0.1, 0.0], [0.0, 0.0, 0.0], [0.0, 0.0, 0.1], [0.1, 0.0, 0.0], [-0.1, 0.1, 0.0], [0.0, 0.0, 0.0], [0.0, 0.1, 0.0], [0.0, 0.0, 0.0], [0.0, 0.0, 0.0], [0.0, 0.0, 0.0], [0.0, 0.0, 0.0], [0.2, 0.1, 0.0], [-0.1, -0.1, 0.1], [0.0, 0.0, -0.1], [0.1, 0.0, 0.0], [0.0, 0.0, 0.0], [0.1, 0.0, 0.0], [0.0, 0.0, 0.0], [-0.1, 0.0, 0.0], [0.0, 0.0, 0.0], [0.0, 0.0, 0.0], [0.0, 0.1, 0.0], [0.0, 0.0, 0.0], [0.0, 0.0, 0.0], [0.0, 0.0, 0.0], [0.0, 0.0, 0.0]], "lowdin_charge": [1.33, 0.18, -0.24, -0.27, 0.13, -0.33, -0.32, -0.21, -0.29, 0.11, -0.20, -0.07, -0.07, -0.13, -0.40, -0.15, -0.07, 1.59, -0.37, -0.11, -0.08, -0.10, -0.09, -0.12, -0.38, -0.15, -0.06, -0.05, -0.06, -0.11, 0.11, 0.11, 0.10, 0.09, 0.11, 0.10, 0.11, 0.11, 0.12, 0.09, 0.08, 0.12, 0.11, 0.11, 0.10, -0.14, -0.61, -0.04, -0.13, 0.11, -0.09, -0.13, -0.10, 0.17, 0.15, 0.13, 0.14, 0.13, 0.13, 0.13, 0.13, 0.13, 0.60, -0.81, 0.04, -0.13, -0.15, -0.14, 0.04, 0.14, 0.13, 0.13, 0.08, 0.13, 0.12, 0.13, 0.09]}

***

{"formula": "C26H46O2P2Tc", "method": "ωB97M-V/def2-TZVPD", "multiplicity": 4, "s2": 4.0064, "e_lumo_ev": [-7.2, -8.8], "total_charge": 2, "de_lowest_kcal_mol": 1.6, "homo_lumo_gap_ev": [6.273, 4.859], "species": ["Tc", "C", "C", "C", "C", "C", "C", "H", "H", "H", "C", "H", "H", "H", "C", "H", "H", "H", "C", "H", "H", "H", "C", "H", "H", "H", "C", "C", "C", "C", "C", "C", "C", "C", "H", "H", "H", "H", "H", "H", "H", "H", "H", "H", "H", "H", "P", "P", "C", "C", "H", "H", "H", "H", "C", "H", "H", "H", "C", "H", "H", "H", "C", "H", "H", "H", "C", "H", "H", "H", "C", "C", "O", "O", "H", "H", "H"], "coordinates": [[0.24242, -0.06197, 1.58333], [0.81637, 0.09943, 4.48893], [1.55296, 0.37496, 3.25566], [-0.14170, 1.98764, 3.60576], [-0.16363, 1.09097, 4.67641], [0.93613, 1.62036, 2.68597], [1.12356, -0.96621, 5.46289], [1.80506, -1.70589, 5.02867], [0.19988, -1.48109, 5.76587], [1.59184, -0.56593, 6.37482], [-1.08200, 1.20711, 5.84810], [-0.96961, 0.35599, 6.53065], [-2.13274, 1.25104, 5.53426], [-0.88062, 2.12873, 6.41330], [-1.03399, 3.14821, 3.47234], [-0.98300, 3.83267, 4.33345], [-2.07534, 2.80828, 3.38105], [-0.79551, 3.69910, 2.56052], [1.72000, 2.65150, 1.95846], [1.83610, 3.54745, 2.59034], [1.19537, 2.94345, 1.03989], [2.72097, 2.28430, 1.70392], [3.01523, 0.07954, 3.15796], [3.57067, 0.69865, 3.88178], [3.41285, 0.29711, 2.16363], [3.20910, -0.97409, 3.39933], [-0.33260, -2.16601, 0.60085], [0.84756, -2.20354, 1.36975], [2.19058, -2.35222, 0.69522], [2.45874, -1.21589, -0.30219], [1.78693, 0.07562, 0.09004], [0.52111, 0.48787, -0.42763], [-0.31382, -0.39999, -1.30865], [-0.46702, -1.86508, -0.86699], [2.24319, -3.31375, 0.16537], [2.17293, -1.52842, -1.31190], [2.99415, -2.37045, 1.44853], [0.17686, -2.49400, -1.50108], [-1.20615, -2.69295, 0.99390], [0.79534, -2.69252, 2.35076], [-1.48533, -2.15939, -1.15415], [-1.31538, 0.04460, -1.41631], [0.39302, 1.55784, -0.64536], [0.12639, -0.39468, -2.32852], [3.54261, -1.05235, -0.34845], [2.51215, 0.87851, 0.25051], [-0.66825, -1.47772, -4.13027], [-0.54052, 1.57368, -4.33567], [-0.60712, -0.79797, -5.85911], [-1.13051, 0.63690, -5.85132], [-1.21017, -1.43951, -6.51944], [0.43672, -0.84275, -6.20800], [-0.82098, 1.19210, -6.74793], [-2.23357, 0.65630, -5.81015], [-1.31991, 3.15908, -4.87396], [-0.91652, 3.97863, -4.26411], [-2.40113, 3.08025, -4.70549], [-1.12967, 3.35001, -5.93569], [1.18812, 1.90048, -4.91286], [1.23214, 2.02055, -6.00605], [1.83909, 1.06973, -4.60699], [1.53691, 2.82472, -4.42665], [-2.42435, -2.00546, -4.04489], [-2.60457, -2.48029, -3.07100], [-2.65880, -2.71811, -4.84392], [-3.07600, -1.12840, -4.13498], [0.30341, -3.00988, -4.31196], [1.14129, -2.81729, -4.99411], [-0.30373, -3.83897, -4.69391], [0.70808, -3.28447, -3.32904], [-3.44181, -0.86517, 3.40916], [-2.39337, -0.17582, 2.57325], [-2.53856, 0.89133, 1.96146], [-1.27007, -0.87124, 2.60204], [-3.22107, -0.69822, 4.47632], [-3.38730, -1.93957, 3.18557], [-4.41939, -0.43745, 3.15874]], "atomic_forces_ev_per_a": [[-2.6, 0.6, 0.2], [-0.9, 1.1, 0.4], [0.0, 1.9, -1.1], [0.7, -0.3, -0.2], [0.4, -0.9, 0.6], [0.5, -1.3, 1.2], [-0.1, -0.7, -0.2], [-0.1, 0.1, 0.2], [0.3, 0.1, 0.0], [-0.1, 0.0, -0.3], [-0.2, -0.1, 0.2], [0.0, 0.3, -0.1], [0.2, 0.0, 0.0], [0.0, -0.2, -0.1], [-0.2, 0.3, -0.5], [0.1, -0.3, -0.1], [0.2, 0.0, 0.1], [-0.1, 0.1, 0.2], [0.2, 0.8, -0.3], [0.1, -0.2, -0.3], [0.3, 0.2, 0.1], [-0.3, 0.2, 0.1], [0.3, -0.2, 0.3], [-0.1, -0.2, -0.2], [-0.1, -0.1, 0.2], [0.1, 0.3, -0.1], [1.0, -1.3, 0.5], [-0.5, -1.4, -1.3], [0.6, 0.4, 0.0], [0.5, -0.4, -0.1], [0.5, 0.4, -0.7], [1.3, 0.5, -0.2], [-0.3, 0.1, 0.3], [-0.4, -0.3, -0.6], [-0.1, 0.0, 0.3], [-0.1, 0.1, 0.0], [-0.4, 0.0, -0.2], [0.2, 0.0, 0.6], [0.2, 0.8, 0.4], [-0.4, 0.4, -0.2], [0.2, 0.0, 0.2], [0.3, 0.0, -0.1], [-0.1, -0.3, 0.4], [-0.1, 0.2, 0.6], [-0.2, 0.0, -0.1], [-0.4, -0.1, 0.1], [-0.9, -0.6, -2.8], [0.1, 0.2, -2.5], [0.3, 0.5, 0.2], [-0.3, -0.2, 0.4], [0.2, -0.1, 0.3], [-0.3, 0.0, 0.2], [-0.1, -0.2, 0.2], [0.4, -0.1, -0.1], [-0.2, 0.1, 1.0], [-0.2, -0.1, -0.2], [0.2, 0.2, -0.1], [0.1, -0.1, 0.2], [0.1, -0.1, 0.6], [-0.1, 0.0, 0.4], [0.0, 0.3, -0.1], [0.0, -0.4, -0.2], [0.1, 0.3, 0.9], [-0.1, 0.1, -0.3], [0.3, 0.1, 0.1], [0.1, -0.2, 0.0], [0.5, 0.0, 0.7], [-0.2, 0.0, 0.2], [0.0, 0.3, 0.1], [0.0, -0.2, -0.4], [-0.4, 0.5, -0.4], [-0.1, 0.1, 0.4], [0.8, -1.2, 0.3], [-0.4, 0.3, 0.5], [-0.1, -0.1, -0.4], [-0.2, 0.3, 0.2], [0.1, -0.3, 0.2]], "lowdin_charge": [1.57, -0.13, -0.33, -0.14, -0.19, -0.38, 0.01, 0.09, 0.11, 0.12, 0.00, 0.09, 0.09, 0.11, 0.01, 0.12, 0.10, 0.10, -0.05, 0.11, 0.08, 0.08, -0.03, 0.12, 0.07, 0.08, -0.11, -0.21, -0.17, -0.18, -0.28, -0.27, -0.26, -0.19, 0.13, 0.10, 0.11, 0.09, 0.13, 0.13, 0.10, 0.11, 0.12, 0.00, 0.12, 0.10, 0.99, 0.91, -0.38, -0.44, 0.11, 0.09, 0.09, 0.09, -0.27, 0.05, 0.05, 0.06, -0.26, 0.06, 0.04, 0.05, -0.20, 0.05, 0.07, 0.06, -0.21, 0.06, 0.08, 0.03, 0.02, -0.62, 0.03, -0.24, 0.09, 0.09, 0.10]}